# C27H28AsGdN2OS2SeSi

A molecular structure, C27H28AsGdN2OS2SeSi in a non-equilibrium geometry (ωB97M-V with the def2-TZVPD basis set, OMol25).

Properties
energy = -7719.290978 Ha
<S²> = 16.058
lowest unoccupied orbital energy (spin up / spin down) = -0.09 / -2.34 eV
HOMO energy (spin up / spin down) = -7.401 / -7.390 eV
spin multiplicity = 8
total charge = 0
HOMO-LUMO gap (spin up / spin down) = 7.315 / 5.049 eV

XYZ file:
```
64
Properties=species:S:1:pos:R:3:forces:R:3
Gd -2.26320 -0.35923 -0.30800 -0.8 0.9 1.2
S -2.75472 -0.67517 2.40621 0.3 0.2 -0.2
C -3.64140 -2.00561 1.78580 -0.7 -1.2 0.1
C -4.27742 -2.93693 2.67051 0.3 0.3 0.4
C -4.99056 -4.01644 2.21498 0.9 0.4 -1.7
C -5.06456 -4.19804 0.78400 0.6 1.0 1.5
C -4.39221 -3.30004 -0.01172 0.1 0.5 -0.2
N -3.70072 -2.21452 0.46183 -0.3 -1.0 0.0
H -4.09151 -2.76709 3.73012 -0.3 -0.1 -0.2
H -5.36116 -4.76674 2.89744 -0.3 0.1 0.0
H -5.60518 -5.01545 0.38188 -0.3 -0.6 -0.5
H -4.36768 -3.37830 -1.10671 -0.1 -0.1 0.5
C -0.87380 1.66151 -3.88657 0.6 -0.8 -0.4
As -1.14574 -0.24997 -4.18388 -0.8 -0.8 1.0
C -1.49194 -0.56981 -6.06947 0.4 0.9 0.4
C 0.41379 -1.33761 -3.62134 -1.0 0.3 0.6
S -2.87429 -0.89463 -3.02616 0.7 0.2 -0.9
H -0.12985 2.03113 -4.60129 -0.2 0.1 0.1
H -0.47748 1.74188 -2.87759 -0.1 0.2 0.1
H -1.83428 2.15254 -3.99966 0.0 0.0 0.1
H -0.68107 -0.15247 -6.66721 0.1 -0.1 0.0
H -2.40886 -0.05947 -6.33522 -0.2 0.0 0.1
H -1.59261 -1.62095 -6.23304 0.0 -0.6 -0.1
H 1.29180 -0.87409 -4.04062 0.5 -0.1 0.0
H 0.26283 -2.37252 -3.94957 0.0 0.4 -0.2
H 0.43724 -1.35235 -2.50493 0.1 0.3 -0.9
O -0.26595 0.14964 0.11980 1.1 0.4 -0.3
Si 1.12837 0.63267 0.86481 -0.8 0.4 -0.3
C 1.63337 -0.65934 2.09442 -0.2 0.0 -0.3
C 1.23351 -0.62688 3.42598 0.0 0.0 0.0
C 1.74230 -1.50337 4.37191 0.4 0.4 0.1
C 2.69647 -2.44064 3.95655 -0.3 0.0 0.5
C 2.95904 -2.59449 2.60442 0.1 -0.1 -0.4
C 2.43293 -1.70281 1.66516 0.5 -0.8 0.7
C 0.91773 2.34329 1.63816 0.2 -0.5 0.3
C -0.35446 2.81693 1.98534 0.4 0.1 -0.5
C -0.50232 4.12809 2.43755 -0.3 0.3 -0.1
C 0.58744 4.98894 2.47220 0.2 -0.8 0.2
C 1.87668 4.45095 2.31323 -0.4 0.4 0.0
C 2.05812 3.13286 1.90769 -0.4 0.1 0.0
C 2.63208 0.83406 -0.26793 -0.1 -0.5 0.3
C 3.91323 0.69126 0.27602 0.6 0.2 0.3
C 5.05956 0.76776 -0.51961 -0.9 -0.1 -0.1
C 4.89560 0.84035 -1.90676 0.4 0.6 0.3
C 3.63637 0.99488 -2.46751 -0.6 0.2 0.5
C 2.51576 1.04705 -1.63461 0.1 -0.5 0.0
H 0.50677 0.11735 3.70080 -0.1 0.3 0.3
H 1.47053 -1.34035 5.42386 0.2 -0.4 -0.5
H 3.22239 -3.04373 4.69826 -0.3 0.0 -0.2
H 3.58633 -3.40820 2.24437 0.0 0.2 0.2
H 2.70323 -1.84841 0.62424 0.0 0.2 0.0
H -1.21380 2.17761 1.76090 0.1 0.3 0.4
H -1.46184 4.53491 2.76270 0.0 -0.3 -0.4
H 0.39009 6.04619 2.62524 0.4 -0.1 0.3
H 2.71433 5.09303 2.53693 0.3 0.0 -0.2
H 3.07724 2.73524 1.75928 -0.7 0.3 0.1
H 4.05586 0.53053 1.35707 -0.2 0.1 -0.6
H 6.03211 0.78640 -0.03772 0.0 -0.2 -0.3
H 5.77799 0.90451 -2.52793 0.0 -0.2 -0.2
H 3.48131 1.14129 -3.52431 0.3 -0.1 -0.3
H 1.50303 1.15993 -2.01681 0.2 0.1 -0.3
Se -6.44941 0.69063 -0.52174 -0.3 0.3 0.1
C -4.86364 1.38360 -0.13435 0.5 -1.0 -0.4
N -3.71376 1.57865 0.02263 0.4 0.3 -0.1
```
Positions in Å, forces in eV/Å.

Here are the Löwdin charges for atoms 1 to 2, given in e: atom 1 (Gd): 1.13, atom 2 (S): 0.62

# C20H60FK2O14P

A molecular structure, C20H60FK2O14P in a non-equilibrium geometry (ωB97M-V with the def2-TZVPD basis set, OMol25).

Properties
energy = -3492.582617 Ha
lowest unoccupied orbital energy = 3.60 eV
energy above the lowest of the compared OMol25 structures with the same formula, charge and spin = 0.292 eV
HOMO energy = 0.701 eV
total charge = -2
HOMO-LUMO gap = 2.903 eV

XYZ file:
```
98
Properties=species:S:1:pos:R:3:forces:R:3
K 0.26140 1.64375 3.07459 -0.4 0.6 0.1
K -0.47706 3.87917 -0.12472 -0.7 0.1 0.6
F 0.33123 0.85232 -0.02694 0.4 -0.7 -0.3
P -1.50415 4.25075 2.83326 -2.4 3.9 3.3
O -1.46909 5.24054 4.05632 -0.3 -1.1 -1.0
O -2.01546 2.86172 3.35641 0.7 -0.8 -1.1
O -0.02228 4.17490 2.37914 1.8 -1.7 -1.8
O -2.40323 4.84787 1.69535 1.1 -1.3 -0.4
C -4.64267 -0.19057 4.65838 -0.4 0.4 -0.8
C -3.25219 -0.35382 4.03371 0.6 0.9 2.0
O -2.32772 0.60885 4.61343 -0.7 -2.4 0.0
H -4.65159 0.06933 5.71691 0.5 0.0 0.0
H -5.26058 -1.08199 4.55043 0.0 -0.3 -0.2
H -5.14586 0.60570 4.10988 -0.2 0.2 0.2
H -3.28041 -0.22129 2.95216 0.0 -0.4 0.0
H -2.88999 -1.32430 4.37295 0.2 -0.4 -0.6
H -2.23718 1.30924 3.96315 0.0 2.2 -0.5
C 4.81809 1.88912 1.87216 -1.3 -0.9 -0.6
C 3.84008 0.79783 1.27984 0.6 1.0 -0.3
O 2.56107 0.84842 1.80808 -0.8 0.2 1.7
H 4.95337 1.66382 2.93001 0.4 0.0 -0.1
H 4.44339 2.91041 1.80392 -0.4 -0.1 -0.1
H 5.73036 1.85222 1.27676 0.3 -0.2 0.4
H 4.23626 -0.19371 1.49891 0.5 -0.1 -0.2
H 3.67435 0.92159 0.20964 0.9 0.0 -0.3
H 1.88481 0.75921 1.13258 -0.4 0.2 -0.7
C 2.50963 6.30555 -0.58584 0.4 0.1 0.6
C 2.97396 5.72974 0.76887 -0.1 0.0 0.5
O 2.01858 5.72743 1.83808 2.6 1.4 -1.5
H 1.77575 5.59110 -0.95880 -0.5 0.7 -0.2
H 3.28146 6.39160 -1.35068 0.6 -0.7 0.1
H 2.26328 7.36392 -0.50065 -1.1 -0.2 0.2
H 3.85469 6.25494 1.13843 -0.1 0.5 0.1
H 3.40234 4.75571 0.53250 -0.3 -0.7 0.2
H 1.30645 5.08796 1.76355 -1.5 -1.1 0.5
C -3.41593 -3.48842 -4.13788 0.1 -0.5 0.2
C -2.54172 -3.45954 -2.90568 -1.1 1.1 0.9
O -1.24707 -3.79110 -3.26746 1.3 -0.8 -0.6
H -3.39854 -4.53525 -4.44109 0.2 0.1 -0.8
H -2.98361 -2.77991 -4.84444 0.0 -0.4 -0.4
H -4.47534 -3.24546 -4.05601 0.1 0.3 0.7
H -2.85142 -4.14116 -2.11348 -0.6 -0.1 0.0
H -2.48984 -2.45858 -2.47729 -0.5 0.3 0.2
H -0.79020 -3.95080 -2.43839 0.3 0.0 -0.1
C -1.49220 1.01177 -3.89877 0.9 -0.6 -1.0
C -2.47615 1.05554 -2.78881 -0.6 1.3 1.2
O -2.03865 1.74644 -1.65012 1.1 0.1 0.5
H -0.66844 0.32210 -3.71473 -0.3 -0.6 0.2
H -0.89031 1.88556 -4.14844 -0.8 0.7 0.1
H -2.05468 0.66842 -4.76699 0.3 0.0 -0.4
H -2.75871 0.05502 -2.46138 -0.4 -0.2 -0.4
H -3.34160 1.68777 -2.98724 -0.4 -0.7 -0.9
H -1.32959 1.21180 -1.28548 0.5 0.0 0.8
C 4.25088 -4.28072 1.66765 0.2 1.4 -0.2
C 3.59970 -3.03181 0.95204 -0.4 -2.2 -0.3
O 2.58360 -3.60340 0.13094 0.3 -0.3 0.3
H 3.69231 -4.64456 2.53003 0.0 0.4 0.1
H 5.26446 -3.98818 1.94184 0.0 -0.2 0.5
H 4.35617 -5.15751 1.02870 -0.2 0.4 -0.5
H 4.29666 -2.50244 0.30234 0.5 0.0 0.1
H 3.12801 -2.29316 1.60012 0.3 -0.1 0.6
H 2.20754 -2.86658 -0.35616 -0.5 0.3 -0.4
C 3.07902 3.41388 -3.25692 -0.5 -0.2 -0.3
C 3.01581 2.66773 -1.94841 2.9 1.1 0.2
O 1.87693 2.83748 -1.24512 -2.3 0.0 0.5
H 2.16163 3.16818 -3.79185 0.2 -0.1 -0.6
H 3.98515 3.11653 -3.78476 -0.1 -0.1 -0.3
H 3.09453 4.49908 -3.15595 0.0 0.0 0.3
H 3.75214 3.13340 -1.29338 0.8 -0.1 0.0
H 3.35617 1.63754 -2.05308 -0.4 -0.3 -0.2
H 1.40110 2.00470 -1.20442 -0.7 -0.4 0.6
C -0.99937 -3.60012 1.76162 -0.6 0.0 -1.2
C -0.46301 -2.17488 1.70367 1.7 0.0 0.5
O -1.20475 -1.22990 0.97315 -1.4 -1.1 0.3
H -1.31462 -3.87870 0.75607 -0.2 0.0 -0.3
H -1.88122 -3.76583 2.38047 0.1 0.3 0.3
H -0.24684 -4.35776 1.98015 0.2 0.4 0.4
H 0.53325 -2.17852 1.26144 0.2 -0.5 -0.2
H -0.24056 -1.84492 2.71844 -0.5 0.3 0.4
H -0.62555 -0.57570 0.57547 0.4 0.9 -0.2
C 1.59409 -2.62074 -3.26439 -0.2 -0.2 -0.1
C 1.02884 -1.48200 -2.49480 0.7 0.9 -0.5
O 1.50915 -1.54929 -1.16243 -0.5 -0.3 -0.3
H 1.17241 -2.61893 -4.26952 0.1 -0.1 0.0
H 1.19314 -3.48156 -2.72927 0.7 -0.5 -0.3
H 2.68253 -2.57944 -3.30539 0.0 -0.3 0.1
H -0.05124 -1.52645 -2.63459 -0.2 0.1 0.7
H 1.38396 -0.53137 -2.89266 -0.2 0.3 -0.3
H 1.06362 -0.83596 -0.69954 -0.2 0.9 0.7
C -5.06254 -2.78386 1.56587 -0.8 -0.5 -0.8
C -4.64018 -2.54641 0.10100 0.7 -0.7 1.4
O -3.86281 -1.38930 0.08011 -0.7 0.7 -1.2
H -4.15485 -2.86716 2.16358 -0.2 0.0 0.1
H -5.65724 -3.69622 1.61112 0.2 -0.5 0.2
H -5.73270 -2.03355 1.98542 0.4 0.4 -0.2
H -5.43801 -2.59085 -0.64034 -0.3 0.8 0.2
H -4.03004 -3.40120 -0.19083 0.3 -0.4 0.0
H -2.95437 -1.59277 0.31452 0.5 0.2 0.3
```
Positions in Å, forces in eV/Å.

Here are the Löwdin charges for atoms 1 to 2, given in e: atom 1 (K): 0.83, atom 2 (K): 0.79